Record 1
DFT (wB97M-V/def2-TZVPD) results for C54H134Hg2N12O16 as an isolated structure at a distorted geometry.

## Properties
Kohn-Sham gap (eV): 7.28
Energy (eV): -117137.201
Net charge: +2
Energy relative to the best compared isomer or geometry (same formula, charge and spin) (eV): 5.7808

Last column: Löwdin charge in e.
Element x y z (Å)
Hg  -4.37960  1.62844  1.03752  1.26
Hg  3.81019  0.29065  -1.92903  1.18
C  -0.67627  0.71093  -1.15998  -0.01
C  -1.80573  1.20672  -0.36550  -0.26
C  -1.49366  1.60349  1.15577  -0.28
O  -2.42729  1.93702  1.91181  -0.13
C  -0.17818  1.47771  1.69532  0.01
C  0.75885  0.88836  0.90245  -0.28
C  0.52274  0.52459  -0.57336  -0.35
O  1.48890  0.08655  -1.36424  -0.17
O  1.96895  0.79776  1.47735  -0.11
O  -2.97734  1.30013  -0.74572  -0.10
H  -0.86085  0.42998  -2.18633  0.10
H  0.06132  1.67417  2.72995  0.12
C  -3.45780  -1.85980  -4.64555  -0.06
C  -2.67625  -0.76520  -3.93465  -0.36
C  -2.82148  0.65313  -4.60398  -0.16
O  -2.63492  0.63782  -6.04578  -0.24
C  -2.90352  1.86925  -6.78697  -0.07
N  -3.21976  -0.73168  -2.53238  0.04
H  -3.28098  -2.82321  -4.16736  0.08
H  -3.18309  -1.87858  -5.70020  0.08
H  -4.54221  -1.75492  -4.67913  0.08
H  -1.60081  -0.93835  -3.89497  0.11
H  -2.16231  1.40490  -4.16990  0.10
H  -3.81664  1.07749  -4.47100  0.12
H  -2.65572  1.64731  -7.82497  0.09
H  -2.25741  2.63459  -6.35697  0.07
H  -3.89957  2.28829  -6.64414  0.08
H  -2.77953  -1.50071  -2.04774  0.06
H  -2.73575  -0.00559  -2.02382  0.00
C  -2.37384  -0.59408  4.31248  -0.01
C  -3.19564  -1.22080  3.12560  -0.37
C  -3.79898  -2.54216  3.54551  -0.20
O  -4.55609  -3.06202  2.48347  -0.25
C  -5.44044  -4.11865  2.80527  -0.07
N  -4.20101  -0.26961  2.66939  0.02
H  -1.30556  -0.56132  4.09847  0.06
H  -2.65084  -0.98611  5.29110  0.09
H  -2.62124  0.46116  4.42809  0.07
H  -2.54451  -1.40870  2.27189  0.10
H  -4.57155  -2.37636  4.29634  0.13
H  -3.23238  -3.19128  4.21313  0.14
H  -5.57603  -4.57840  1.82633  0.10
H  -6.44620  -3.77543  3.04766  0.08
H  -4.99579  -4.78905  3.54076  0.11
H  -4.38833  0.27193  3.50111  0.08
H  -4.99222  -0.85690  2.44767  0.04
C  2.34708  0.39888  6.33963  -0.05
C  1.73621  1.78359  6.08688  -0.42
C  2.00408  2.64860  7.32463  -0.24
O  1.20645  2.31671  8.38199  -0.15
C  1.80859  2.04439  9.58550  -0.14
N  2.26575  2.42270  4.86521  0.05
H  2.01117  -0.26484  5.54292  0.04
H  1.99151  -0.00077  7.28934  0.08
H  3.43424  0.34698  6.28063  0.08
H  0.66499  1.69786  5.90455  0.13
H  1.70962  3.67886  7.12471  0.13
H  3.06617  2.54821  7.54822  0.13
H  1.82837  0.98271  9.83154  0.08
H  1.15414  2.44111  10.36164  0.09
H  2.78149  2.40497  9.91949  0.09
H  2.11268  1.74489  4.13224  0.04
H  3.22503  2.47673  5.17658  0.06
C  -5.89870  -2.28076  -1.51318  -0.06
C  -6.18223  -1.17005  -0.55156  -0.43
C  -7.05394  -1.61310  0.59930  -0.17
O  -7.24832  -0.40271  1.34491  -0.22
C  -7.59265  -0.65403  2.70369  -0.09
N  -4.87752  -0.71697  -0.11362  0.05
H  -5.24345  -2.12951  -2.37100  0.05
H  -6.83159  -2.68577  -1.90532  0.09
H  -5.31449  -3.04729  -1.00403  0.08
H  -6.75150  -0.42328  -1.10506  0.13
H  -6.61381  -2.45830  1.12848  0.10
H  -8.06048  -1.95497  0.35830  0.14
H  -7.31712  0.31640  3.11657  0.09
H  -6.91831  -1.39732  3.12901  0.06
H  -8.61867  -0.95434  2.91631  0.10
H  -4.27532  -0.73943  -0.92415  0.02
H  -4.59776  -1.58363  0.32310  0.04
C  4.74916  4.25691  -1.29442  -0.03
C  4.54178  3.26180  -0.12872  -0.38
C  4.12131  3.88953  1.24663  -0.15
O  5.26054  4.70663  1.64828  -0.18
C  5.40598  4.77673  3.09369  -0.08
N  3.53899  2.30992  -0.60751  0.02
H  4.82312  3.68885  -2.22174  0.06
H  5.54745  4.99869  -1.26994  0.09
H  3.79355  4.77031  -1.40090  0.06
H  5.43681  2.68658  0.10821  0.13
H  3.98771  3.03877  1.91481  0.09
H  3.20158  4.47302  1.20528  0.12
H  5.44201  3.80991  3.59575  0.07
H  4.69477  5.41184  3.62184  0.09
H  6.42302  5.14703  3.22249  0.09
H  2.74194  2.88821  -0.83201  0.02
H  3.23215  1.81251  0.21622  0.02
C  -6.42990  4.02018  -1.81074  -0.06
C  -5.52071  3.40177  -0.79033  -0.43
C  -4.80925  4.51883  0.09712  -0.11
O  -3.64862  3.90682  0.75074  -0.32
C  -3.09118  4.79327  1.79700  -0.04
N  -6.31923  2.35235  -0.13202  0.04
H  -6.87490  3.23054  -2.41615  0.09
H  -5.91642  4.62690  -2.55662  0.09
H  -7.22040  4.62658  -1.36861  0.10
H  -4.79792  2.83908  -1.38112  0.12
H  -5.56074  4.81507  0.82897  0.13
H  -4.37038  5.32398  -0.49212  0.13
H  -2.30274  5.33465  1.27416  0.07
H  -2.72512  4.32881  2.71264  0.09
H  -3.74765  5.60648  2.10658  0.09
H  -6.77347  1.79828  -0.84391  0.08
H  -7.16306  2.71115  0.29145  0.11
C  -0.29560  -2.60157  -0.25368  -0.04
C  -1.35803  -3.59294  0.11885  -0.38
C  -1.21275  -4.50308  1.37150  -0.18
O  -2.26766  -5.44039  1.56063  -0.18
C  -2.39419  -6.38586  0.48574  -0.09
N  -2.67717  -2.92536  0.29448  0.06
H  -0.66169  -2.13419  -1.16781  0.07
H  0.68708  -2.97139  -0.54640  0.07
H  -0.15634  -1.75105  0.41364  0.07
H  -1.67063  -4.16721  -0.75328  0.13
H  -0.94432  -3.83114  2.18669  0.12
H  -0.32347  -5.12912  1.29836  0.11
H  -1.48787  -6.57304  -0.09016  0.09
H  -3.29840  -6.25297  -0.10824  0.09
H  -2.57721  -7.36480  0.92880  0.09
H  -3.23339  -3.48878  0.92160  0.05
H  -2.51782  -2.13582  0.90383  0.02
C  1.97642  -2.49740  -3.76322  -0.06
C  2.94691  -3.08013  -2.74938  -0.29
C  3.80772  -4.29406  -3.31270  -0.19
O  4.44264  -4.95292  -2.26360  -0.23
C  5.12182  -6.10781  -2.63009  -0.11
N  3.98615  -1.97552  -2.43303  0.00
H  1.44480  -3.18419  -4.42185  0.09
H  2.42318  -1.81337  -4.48476  0.06
H  1.15698  -1.95642  -3.28998  0.06
H  2.51168  -3.46466  -1.82699  0.12
H  4.51421  -4.05065  -4.10626  0.14
H  3.01907  -4.91368  -3.73956  0.13
H  5.52035  -6.69730  -1.80440  0.09
H  6.03640  -5.92879  -3.19542  0.10
H  4.36312  -6.80691  -2.98183  0.10
H  4.32156  -2.36092  -1.56178  0.03
H  4.76433  -2.24513  -3.01769  0.08
C  5.48413  0.12408  2.13492  -0.01
C  5.67207  -0.54206  0.72229  -0.37
C  6.50259  -1.78981  0.54213  -0.17
O  6.73523  -1.94342  -0.87375  -0.18
C  7.32450  -3.19391  -1.16842  -0.10
N  4.28228  -0.69965  0.20362  0.00
H  4.82020  0.97902  2.00691  0.05
H  6.40990  0.35714  2.66098  0.09
H  4.87963  -0.42228  2.85892  0.08
H  6.06873  0.21408  0.04479  0.12
H  5.95583  -2.59298  1.03618  0.12
H  7.42308  -1.69500  1.11816  0.14
H  6.66503  -4.04278  -0.98778  0.07
H  8.11733  -3.41354  -0.45337  0.09
H  7.69975  -3.24531  -2.19050  0.10
H  3.90861  -0.14747  0.96228  0.01
H  3.98549  -1.60611  0.53580  0.05
C  0.92045  6.01039  -0.48134  -0.03
C  0.28180  4.64037  -0.73498  -0.36
C  -1.07160  4.78560  -1.44616  -0.21
O  -0.95134  5.37473  -2.71266  -0.17
C  -2.13811  5.45979  -3.47763  -0.09
N  1.19952  3.72643  -1.50461  0.06
H  0.97192  6.62992  -1.37668  0.09
H  1.95396  5.90493  -0.15141  0.06
H  0.29573  6.40178  0.32155  0.08
H  0.11643  4.08120  0.18593  0.13
H  -1.68969  5.39660  -0.78831  0.11
H  -1.56238  3.81915  -1.56112  0.11
H  -2.86559  6.13116  -3.02142  0.08
H  -2.64389  4.49945  -3.57774  0.08
H  -1.92632  5.95304  -4.42629  0.10
H  1.31155  4.03415  -2.46005  0.08
H  0.78258  2.80662  -1.49012  0.04
C  3.89656  -5.24835  0.69768  -0.04
C  3.47015  -4.83934  2.20131  -0.38
C  2.71429  -3.51887  2.13975  -0.17
O  2.04979  -3.28050  3.41067  -0.20
C  1.38170  -2.05978  3.61098  -0.11
N  2.64729  -5.97755  2.67241  0.05
H  3.02511  -5.44216  0.07227  0.07
H  4.48199  -6.16729  0.72789  0.08
H  4.42526  -4.39941  0.26424  0.04
H  4.28280  -4.64301  2.90070  0.13
H  1.87914  -3.66497  1.45469  0.11
H  3.34749  -2.66103  1.91341  0.10
H  2.04048  -1.20574  3.45375  0.07
H  0.86775  -2.04436  4.57208  0.09
H  0.52033  -2.05698  2.94305  0.06
H  2.05462  -5.65833  3.42536  0.06
H  3.36272  -6.53286  3.11950  0.07
C  2.95991  2.88429  -5.12056  -0.06
C  2.31614  1.74902  -4.43675  -0.43
C  1.02293  1.21996  -5.14236  -0.11
O  1.33312  0.62480  -6.45916  -0.19
C  0.22826  0.40610  -7.29480  -0.10
N  3.37238  0.73514  -4.26563  0.01
H  2.20818  3.62329  -5.39781  0.09
H  3.22989  2.47921  -6.09581  0.10
H  3.79248  3.40996  -4.65298  0.09
H  1.97422  2.11309  -3.46792  0.10
H  0.30704  2.04074  -5.18633  0.13
H  0.61541  0.44325  -4.49527  0.11
H  -0.44948  -0.19059  -6.68428  0.08
H  0.42645  -0.17601  -8.19478  0.10
H  -0.18154  1.33716  -7.68629  0.09
H  3.29774  0.29104  -5.16968  0.09
H  4.29657  1.14134  -4.23460  0.07

Force components x, y, z for each atom (eV/Å):
Hg -1.749 -2.001 0.067
Hg -1.206 0.054 0.756
C -3.840 1.318 1.170
C 2.368 -0.410 0.433
C 1.614 -0.690 0.732
O -0.109 0.126 0.118
C -2.841 -0.083 -1.433
C 5.543 0.206 1.895
C 3.734 -1.017 -1.785
O -1.555 0.799 2.355
O -2.920 -0.539 -2.688
O 0.592 0.621 -0.187
H 0.290 0.074 -0.059
H -0.207 0.224 -0.045
C 0.417 -0.042 -0.868
C -1.236 1.095 0.138
C -0.954 0.285 -1.166
O -0.241 -0.218 0.224
C 0.759 -0.790 1.762
N 1.199 0.450 -0.923
H 0.243 -0.077 -0.131
H 0.286 -0.353 0.019
H -0.008 0.613 0.462
H 0.184 -0.531 -0.298
H 0.554 -0.083 0.289
H -0.446 -0.318 0.510
H -0.200 0.169 0.191
H 0.433 0.252 -0.351
H -0.420 -0.576 -0.181
H -0.201 -1.074 -0.015
H -0.507 0.586 -0.399
C -0.499 0.417 -0.805
C 1.953 0.120 0.943
C -2.147 0.691 1.451
O 0.836 -0.103 -0.499
C 0.101 -0.077 -1.131
N -0.408 0.047 0.691
H 0.014 -0.529 0.335
H 0.383 -0.570 -0.119
H -0.136 0.210 -0.354
H 0.314 0.142 0.478
H -0.362 1.097 0.587
H 1.187 -0.701 -1.191
H 0.053 -0.746 0.248
H 0.078 0.265 0.730
H -0.253 -0.106 -0.081
H -0.722 0.071 0.165
H -0.626 0.441 -0.240
C -0.823 -0.269 -0.578
C -0.184 -0.248 0.215
C -0.031 0.957 -1.776
O -0.530 -0.730 0.427
C -0.714 -0.844 2.843
N -0.302 0.078 1.617
H -0.112 -0.207 0.097
H 0.135 -0.090 0.044
H 0.137 0.461 0.283
H -0.219 -0.155 0.494
H 0.696 0.331 -0.599
H 0.226 0.288 0.178
H 0.081 -0.436 -0.420
H -0.202 0.153 0.071
H 0.404 0.599 -1.227
H 0.684 -0.024 -0.455
H 0.798 0.170 -1.296
C -0.539 -1.754 -0.709
C -0.490 -0.263 -1.834
C -0.582 1.044 -0.204
O 0.051 -1.294 0.583
C 0.980 0.978 -0.217
N -0.302 0.457 1.000
H -0.280 1.057 0.085
H -0.011 -0.391 0.042
H -0.365 -0.484 0.362
H 0.138 0.525 0.125
H 0.463 0.334 0.557
H 0.039 -0.185 -0.803
H -0.600 -0.126 0.848
H 0.016 -0.215 0.122
H -0.146 0.170 -0.327
H -0.108 0.428 -0.523
H 0.882 0.021 0.872
C -0.598 -0.205 0.256
C 0.842 0.875 -0.071
C 1.738 0.210 -0.994
O -1.536 -1.034 1.105
C 1.083 0.090 -0.746
N 0.685 -0.738 0.382
H 0.343 -0.157 -0.069
H 0.003 -0.295 0.482
H -0.006 0.364 0.021
H 0.310 0.200 -0.122
H -0.123 0.096 0.398
H -0.093 0.082 -0.082
H -0.424 -0.430 -0.343
H -0.187 0.115 -0.381
H -0.168 0.416 0.114
H -0.881 0.180 -0.822
H -0.503 -0.718 0.343
C -0.195 0.799 -1.009
C 0.141 1.169 -1.378
C 0.297 -2.470 -0.164
O -1.226 1.318 1.281
C 0.179 0.751 -1.145
N 0.699 0.287 1.511
H -0.252 -0.076 0.121
H 0.198 0.269 0.214
H -0.086 -0.007 0.045
H 0.555 0.182 0.277
H 0.213 0.546 0.147
H -0.780 0.140 -0.278
H 0.463 -0.173 0.333
H -0.091 -0.667 -0.570
H -0.702 -0.352 -0.145
H 0.734 -0.775 -0.321
H 0.060 0.584 0.840
C 0.024 0.487 -0.783
C -2.292 -1.175 0.530
C 1.989 -0.570 -1.664
O -0.233 0.891 -0.259
C -0.262 -1.014 0.954
N 0.484 1.157 0.073
H -0.048 0.179 -0.184
H -0.064 -0.430 0.397
H -0.040 -0.276 0.545
H 1.160 -0.734 -0.166
H -1.047 -0.215 0.739
H 0.540 0.038 -0.296
H 0.044 0.702 -0.212
H 0.279 0.718 -0.372
H 0.017 -0.008 0.475
H -0.341 -0.569 -0.145
H 0.123 0.420 -0.300
C -0.984 -0.080 -0.457
C 2.215 0.270 -1.724
C -2.070 0.323 0.254
O 0.255 1.167 1.194
C 0.048 -1.399 0.355
N -0.636 -1.926 0.671
H 0.230 -0.717 0.289
H 0.443 0.069 0.341
H 0.240 0.268 0.344
H -0.197 0.380 -0.022
H 0.039 0.451 -0.190
H 0.118 -0.591 -0.340
H -0.203 0.729 0.898
H -0.434 0.066 -0.921
H 0.398 -0.148 -1.182
H 0.524 0.522 0.622
H 0.292 0.510 -0.542
C 0.537 -0.731 -0.173
C 0.037 1.093 0.017
C -0.099 0.790 0.069
O -0.538 -0.147 0.996
C 0.371 -0.832 0.706
N 0.814 -0.037 1.362
H 0.610 0.606 -0.165
H -0.002 0.355 -0.274
H 0.104 -0.939 -0.177
H 0.650 0.173 0.286
H -0.130 -0.710 -0.457
H 0.409 0.017 -0.294
H -0.670 0.092 -0.290
H 0.588 0.316 -0.195
H -0.072 0.361 0.113
H -2.008 0.477 -0.777
H -0.415 -0.608 -0.531
C -0.105 -0.988 0.202
C 0.790 -0.619 -1.828
C -0.181 0.003 0.313
O 0.585 0.196 -0.474
C -0.172 0.561 0.571
N -0.359 0.761 0.829
H -0.481 0.058 0.095
H -0.117 -0.081 0.310
H 0.322 0.810 -0.134
H -0.160 0.316 0.294
H -0.419 0.244 0.030
H -0.065 -0.382 0.157
H -0.135 0.142 0.474
H 0.188 -0.306 -0.300
H 0.317 -0.524 -0.080
H -0.193 0.109 -0.209
H -0.214 -0.212 -0.408
C -0.133 1.065 2.064
C -0.491 -0.256 -1.747
C -2.015 -0.418 1.228
O 1.168 -0.813 0.527
C -0.563 -0.608 -0.871
N 0.548 0.869 0.041
H -0.192 0.069 0.342
H 0.228 0.244 -0.088
H 0.431 -0.261 -0.252
H 0.611 -0.274 -0.312
H 0.127 0.430 -0.748
H 0.091 -0.085 -0.175
H -0.173 0.213 0.007
H 0.755 -0.170 0.402
H -0.066 0.612 -0.717
H -0.178 0.105 0.262
H -0.326 -0.781 0.165
C -0.792 1.146 -2.228
C -0.466 0.604 0.884
C 1.358 -0.949 -0.797
O 1.448 1.239 1.553
C -0.809 -0.487 0.365
N -0.703 -0.568 0.327
H -0.036 0.359 0.230
H 0.641 0.267 -0.190
H -0.017 -0.407 0.273
H -0.164 -0.412 0.336
H -0.017 0.099 -0.338
H -0.239 -0.212 0.007
H -0.779 0.332 -0.468
H 0.897 -0.140 0.269
H -0.344 0.179 0.447
H 0.550 -1.144 -0.091
H 0.027 0.645 -0.607



Record 2
DFT (wB97M-V/def2-TZVPD) results for a 2-piece molecular cluster, C5H10N overall.

## Properties
Kohn-Sham gap (eV): 8.42
Energy (eV): -6828.364
Net charge: +1
Energy relative to the best compared isomer or geometry (same formula, charge and spin) (eV): 1.8382

Last column: Löwdin charge in e.
Element x y z (Å)
C  2.83792  0.25472  -0.82842  0.03
C  2.06915  0.03220  0.18162  -0.18
C  -1.55612  -1.09524  -0.41969  -0.02
C  1.31372  -0.16099  1.22077  -0.04
C  -1.61995  0.12249  0.37993  -0.10
N  -1.68075  1.29560  -0.15473  0.24
H  3.91089  0.23260  -0.71636  0.08
H  -1.27129  -1.96303  0.17055  0.10
H  -2.55154  -1.29597  -0.83070  0.12
H  -0.88982  -0.98920  -1.27684  0.11
H  1.05467  0.65753  1.87472  0.06
H  1.01773  -1.14775  1.53385  0.06
H  -1.68475  0.05301  1.46144  0.15
H  -1.64491  1.40241  -1.16696  0.16
H  2.47050  0.45701  -1.81940  0.06
H  -1.77544  2.14461  0.39023  0.16

Force components x, y, z for each atom (eV/Å):
C 0.407 0.011 -0.310
C -0.183 0.055 0.037
C 0.036 -0.534 -0.428
C -0.229 0.008 0.289
C -0.042 0.647 -0.069
N -0.038 -0.436 0.041
H 0.157 -0.024 0.089
H 0.059 0.125 0.009
H -0.109 0.035 0.092
H 0.051 0.039 0.064
H 0.005 0.199 0.102
H 0.005 -0.298 0.024
H 0.013 0.199 -0.026
H 0.042 0.013 0.189
H -0.214 0.045 -0.173
H 0.041 -0.085 0.070